Entry 1:
196
Properties=species:S:1:pos:R:3 method="wB97M-V/def2-TZVPD" spin_multiplicity=2 gap_ev="3.180 / 7.914" e_homo_ha="-0.3958 / -0.5704" total_charge=+4 s_squared=0.751
C -15.5222 -18.0103 1.2047
F -15.4243 -18.4518 2.4658
F -14.3483 -17.5074 0.7164
F -15.9158 -19.0221 0.4140
S -16.9263 -16.6410 1.0028
O -16.3600 -15.6457 1.9651
O -16.9563 -16.1422 -0.3979
N -18.3042 -17.4536 1.5603
S -19.1142 -16.4199 2.3695
O -18.5055 -16.2008 3.6825
O -19.5116 -15.1809 1.6485
C -20.7519 -17.3606 2.8267
F -21.6899 -16.4762 2.8624
F -21.0635 -18.2605 1.8289
F -20.6496 -17.9544 4.0812
C -26.6737 -14.2233 3.0351
C -25.7425 -14.3845 1.8275
N -26.2180 -13.5970 0.5503
C -27.7818 -13.6214 0.4133
C -25.6680 -12.1031 0.6371
C -26.0820 -11.2138 -0.5797
C -25.7421 -14.2336 -0.7648
C -24.2261 -14.0215 -1.0920
O -23.2943 -14.5444 -0.1657
C -23.1296 -15.9590 -0.1864
H -25.9973 -14.4832 3.8494
H -27.5498 -14.8704 2.9926
H -26.9915 -13.2237 3.3317
H -25.8155 -15.3895 1.4118
H -24.7412 -13.9963 2.0142
H -28.1934 -12.9117 1.1310
H -28.1555 -14.6416 0.5006
H -28.0023 -13.2972 -0.6038
H -24.6649 -11.9517 1.0360
H -26.2235 -11.6824 1.4752
H -27.1289 -11.1562 -0.8776
H -25.3900 -11.2845 -1.4189
H -25.9602 -10.1570 -0.3424
H -26.1875 -13.7436 -1.6305
H -26.0285 -15.2826 -0.6894
H -24.0902 -12.9404 -1.1207
H -23.9757 -14.4545 -2.0604
H -22.3711 -16.2014 0.5580
H -22.6186 -16.3453 -1.0683
H -24.0776 -16.4561 0.0191
C -14.6032 -11.3448 6.1099
C -14.6691 -12.8162 6.6117
N -16.1138 -13.4129 6.4446
C -16.3249 -13.7317 4.9562
C -16.1732 -14.8851 7.0549
C -15.0842 -15.9246 6.7445
C -17.2796 -12.5697 6.9972
C -17.2745 -12.1330 8.4314
O -18.1128 -11.0017 8.5812
C -19.4789 -11.3130 8.8963
H -13.7136 -10.8924 6.5482
H -15.2538 -10.5692 6.5140
H -14.3050 -11.2195 5.0690
H -14.4285 -12.8423 7.6745
H -13.9726 -13.3032 5.9292
H -15.5506 -14.4487 4.6833
H -16.2036 -12.7631 4.4714
H -17.3027 -14.0797 4.6233
H -17.1948 -15.2106 6.8589
H -16.0181 -14.7890 8.1296
H -15.1029 -16.2690 5.7105
H -15.2476 -16.8292 7.3302
H -14.0929 -15.4955 6.8906
H -18.2000 -13.0844 6.7215
H -17.3319 -11.7070 6.3330
H -16.2889 -11.6947 8.5883
H -17.4814 -12.8169 9.2546
H -19.3560 -11.5231 9.9587
H -19.7788 -12.2381 8.4040
H -20.1661 -10.4942 8.6833
C -20.2649 -8.4699 0.7908
C -20.9318 -9.7316 0.2863
N -19.8918 -10.8831 -0.0762
C -20.7586 -12.2077 -0.2766
C -19.0613 -10.6252 -1.3159
C -19.7475 -10.1523 -2.5629
C -19.0139 -11.1560 1.2016
C -17.8168 -12.1773 1.1209
O -16.9219 -11.7328 0.0766
C -16.0187 -12.7460 -0.4678
H -19.5014 -8.1346 0.0889
H -19.8308 -8.5373 1.7883
H -20.8773 -7.5713 0.8657
H -21.4928 -9.5220 -0.6244
H -21.6926 -10.1323 0.9563
H -21.0229 -12.4938 0.7415
H -19.9734 -12.8163 -0.7253
H -21.6584 -12.2128 -0.8916
H -18.4646 -11.5159 -1.5127
H -18.3789 -9.8542 -0.9581
H -20.5336 -10.8682 -2.8030
H -19.0852 -9.9106 -3.3941
H -20.2945 -9.2140 -2.4703
H -19.5487 -11.4480 2.1053
H -18.6499 -10.1868 1.5426
H -18.1767 -13.1649 0.8324
H -17.1871 -12.3940 1.9838
H -15.3734 -12.4121 -1.2804
H -16.4824 -13.6783 -0.7900
H -15.4099 -12.9209 0.4193
C -24.4598 -19.2230 3.9238
C -24.4018 -19.4620 2.4029
N -24.7612 -20.8723 1.8346
C -25.0202 -20.8957 0.3218
C -23.5713 -21.8091 2.2458
C -23.6708 -23.2771 1.6415
C -26.0397 -21.3302 2.4783
C -27.4404 -20.7691 2.0904
O -27.3583 -19.3372 2.1328
C -28.5379 -18.6819 1.6693
H -25.3639 -18.7596 4.3188
H -23.6610 -18.5946 4.3175
H -24.1892 -20.1470 4.4349
H -23.4912 -19.1230 1.9090
H -25.1470 -18.7904 1.9764
H -24.1858 -20.2800 -0.0141
H -25.7891 -20.1892 0.0090
H -25.2020 -21.8222 -0.2229
H -23.7745 -21.9748 3.3038
H -22.6099 -21.3028 2.1593
H -22.7365 -23.7087 2.0007
H -23.7519 -23.3542 0.5573
H -24.4628 -23.9371 1.9954
H -25.7953 -21.3265 3.5405
H -26.1395 -22.3919 2.2525
H -28.2206 -21.0948 2.7784
H -27.5489 -21.1130 1.0618
H -29.4186 -18.9598 2.2482
H -28.5376 -18.7312 0.5804
H -28.4925 -17.6100 1.8616
C -14.8839 -14.9546 -3.9661
C -15.4684 -16.2988 -4.4377
C -16.3346 -16.9612 -3.2716
O -16.6936 -18.2390 -3.8285
C -17.2897 -19.0677 -2.8247
N -16.2678 -16.0704 -5.7373
H -15.6675 -15.6592 -6.4377
H -16.4722 -17.0251 -5.9959
H -17.1201 -15.5293 -5.7071
H -14.3682 -15.0160 -3.0078
H -15.6085 -14.1404 -3.9562
H -14.0503 -14.6178 -4.5824
H -14.6234 -16.9310 -4.7104
H -17.0936 -16.3016 -2.8509
H -15.6705 -17.0354 -2.4105
H -17.5169 -20.0869 -3.1372
H -18.1528 -18.6262 -2.3264
H -16.4495 -19.1519 -2.1354
C -19.8869 -22.5122 2.0403
C -19.4742 -21.0203 2.5186
C -18.5799 -21.1319 3.8289
O -17.3783 -21.9140 3.5796
C -16.5832 -21.9622 4.7690
N -18.6426 -20.3496 1.3402
H -18.4477 -19.3651 1.4532
H -17.8044 -20.8613 1.1040
H -19.2114 -20.3504 0.5056
H -19.0681 -23.1695 1.7477
H -20.4366 -22.5123 1.0991
H -20.4716 -23.0464 2.7892
H -20.3472 -20.5355 2.9554
H -19.0928 -21.5940 4.6724
H -18.3585 -20.1119 4.1430
H -15.5985 -22.3411 4.4956
H -17.1132 -22.5616 5.5092
H -16.3136 -20.9755 5.1458
C -23.3748 -14.9842 -4.9846
C -21.9582 -14.3150 -4.9051
C -21.2684 -14.2533 -3.5228
O -21.1808 -15.6589 -3.1023
C -20.2017 -15.9833 -2.1138
N -21.0498 -14.9603 -5.8885
H -20.9454 -15.9500 -5.7164
H -21.4638 -14.7586 -6.7874
H -20.1092 -14.5938 -5.9231
H -23.8835 -14.7690 -5.9243
H -24.0728 -14.5450 -4.2718
H -23.4330 -16.0564 -4.7973
H -22.0900 -13.2778 -5.2134
H -21.9935 -13.7760 -2.8636
H -20.3664 -13.6460 -3.5978
H -20.4565 -16.0536 -1.0563
H -19.2086 -15.5570 -2.2558
H -19.8862 -17.0184 -2.2444
As -21.9804 -12.7291 4.4679
F -20.5064 -13.6896 5.2136
F -20.9498 -11.2677 4.0845
F -23.4897 -11.8100 3.9168
F -23.0214 -14.2959 4.8356
F -22.3409 -12.1508 6.1041
F -21.6025 -13.3961 2.8298

Entry 2:
81
Properties=species:S:1:pos:R:3 method="wB97M-V/def2-TZVPD" gap_ev="1.728 / 1.727" e_homo_ha="0.0620 / 0.0620" total_charge=-2
C 1.3231 -3.7508 -3.4591
C 0.9535 -2.2757 -3.2342
C 1.8630 -4.2940 -2.1172
C 2.2638 -3.0302 -1.3437
H 2.7327 -4.9286 -2.3199
H 1.0801 -4.8890 -1.6284
C 1.9976 -1.8006 -2.2341
H -0.0579 -2.2445 -2.8050
H 0.9621 -1.7186 -4.1798
C 1.6237 -0.6890 -1.2757
H 2.9034 -1.5215 -2.7873
H 3.3389 -3.0685 -1.1229
C 1.5051 -2.7091 -0.0178
C 0.1689 -4.5063 -4.0818
C 2.3573 -3.9429 -4.5685
O 3.2818 -4.7379 -4.5610
O -0.9864 -4.1044 -4.1019
O 0.5749 -5.6323 -4.6953
O 2.0957 -3.2010 -5.6571
C 2.8710 -3.6324 -6.7829
H 2.4541 -3.0865 -7.6361
H 2.7652 -4.7179 -6.8930
H 3.9296 -3.3849 -6.6210
C -0.5039 -6.3097 -5.3382
H -1.3194 -6.4958 -4.6275
H -0.0694 -7.2443 -5.6851
H -0.8865 -5.7039 -6.1679
O 1.1451 -1.2735 -0.0500
H 0.8692 0.0155 -1.6446
H 2.5249 -0.1078 -1.0286
C 2.4722 -2.9692 1.1329
C 0.2078 -3.4886 0.1902
H 0.3942 -4.5632 0.3063
H -0.5016 -3.3448 -0.6329
H -0.2785 -3.1451 1.1105
H 2.0356 -2.6468 2.0851
H 3.4123 -2.4296 0.9529
H 2.7045 -4.0444 1.1895
In -0.2454 1.0503 1.2577
C 0.7311 3.6172 1.0652
C 1.4278 2.5636 0.3496
C 0.9548 2.6307 -1.0228
H 2.3565 2.0839 0.6795
C -0.0268 3.6292 -1.1018
C -0.1561 4.2522 0.1690
H -0.7716 5.1320 0.3705
H 0.9357 3.9052 2.0973
H 1.3438 2.0457 -1.8528
H -0.5707 3.9208 -2.0023
C -3.2038 1.2590 1.2632
C -3.5801 2.5578 0.8635
C -3.1238 2.7666 -0.4760
H -4.1521 3.2745 1.4470
C -2.4657 1.6013 -0.9085
C -2.4937 0.6351 0.1689
H -2.2975 -0.4369 0.0740
H -3.4067 0.7779 2.2203
H -3.2719 3.6810 -1.0504
H -2.0172 1.4267 -1.8843
C -2.4485 5.8308 4.9806
N -1.6434 5.2154 3.9703
C -0.3393 5.7537 3.7738
C -2.0493 3.9798 3.3145
C -1.5784 2.7021 3.9796
C -1.9668 2.6060 5.3317
C -1.4335 1.6384 6.1697
C -0.6011 0.6577 5.6431
C -0.3044 0.6787 4.2620
C -0.8135 1.6619 3.4268
H -2.3475 6.9272 4.9139
H -2.1081 5.5432 5.9926
H -3.5038 5.5503 4.8589
H 0.4320 5.0968 4.2128
H -0.1212 5.8817 2.7027
H -0.2889 6.7378 4.2605
H -3.1566 3.9741 3.3564
H -1.7198 4.0203 2.2635
H -2.6758 3.3270 5.7510
H -1.6656 1.6644 7.2369
H -0.2034 -0.1011 6.3235
H 0.3623 -0.1028 3.8791

Entry 3:
88
Properties=species:S:1:pos:R:3 method="wB97M-V/def2-TZVPD" de_lowest_kcal_mol=69.9 gap_ev=7.408 e_homo_ha=-0.1925 total_charge=-1
C 1.5957 3.3597 -1.4496
C 2.8165 2.5350 -1.7328
H 1.7832 4.0305 -0.5933
H 0.7402 2.7207 -1.2078
H 1.3440 3.9921 -2.3209
C 4.0319 3.1091 -1.8804
C 4.3791 4.5254 -1.6012
H 4.8647 2.5180 -2.2639
H 3.9133 4.8834 -0.6708
H 4.1109 5.2158 -2.4173
H 5.4717 4.5874 -1.4899
Zn 0.4401 -0.6651 -2.4045
Cl 0.8799 -1.0672 -4.5055
C -0.1095 -3.5800 -1.5161
O 0.1961 -2.4103 -1.1762
N -0.3857 -4.5612 -0.6480
C -0.4422 -4.3208 0.7922
C -0.3268 -5.9415 -1.0996
H -0.1749 -3.8683 -2.5761
H -1.1821 -3.5455 1.0377
H 0.5375 -4.0190 1.1903
H -0.7473 -5.2652 1.2520
H -0.7936 -6.0256 -2.0840
H -0.8595 -6.5707 -0.3825
H 0.7128 -6.2894 -1.1741
H -5.6749 -3.1353 2.2112
H -7.2956 -1.6031 0.8133
C -5.4403 -2.2741 2.8472
C -7.1007 -0.9046 1.6388
N -5.7357 -1.0572 2.1153
H -4.3887 -2.2848 3.1351
C -4.8644 -0.0244 2.0895
O -3.7725 -0.0097 2.6827
H -7.2525 0.1235 1.2904
H -5.2083 0.8321 1.4741
H -6.0752 -2.3368 3.7412
H -7.8084 -1.1298 2.4494
H -2.6979 3.1840 1.3466
H -0.2704 4.4364 2.4950
C -2.8780 3.5593 2.3630
C -0.6871 4.1118 3.4563
N -1.7924 3.1939 3.2622
H -3.8058 3.1071 2.7270
C -1.7559 1.9915 3.9014
O -0.8437 1.5925 4.6126
H 0.0794 3.5904 4.0456
H -2.6606 1.3877 3.6848
H -2.9709 4.6485 2.3108
H -1.0297 4.9984 4.0060
O 1.5841 0.4606 -1.3300
C 2.6858 1.0438 -2.0255
C 5.0006 0.5041 -1.0246
C 3.9776 0.2122 -1.9250
H 4.8694 1.3221 -0.3196
C 6.2088 -0.2032 -1.0496
H 2.4333 0.9963 -3.1032
C 4.1667 -0.8304 -2.8381
H 7.0068 0.0951 -0.3658
C 6.3915 -1.2328 -1.9717
C 5.3639 -1.5425 -2.8706
H 3.3570 -1.0580 -3.5390
H 7.3554 -1.7474 -2.0247
H 5.5134 -2.3316 -3.6161
Si 1.7072 0.1749 1.0434
Cl 0.6854 1.9518 1.5265
C 3.3143 0.8562 1.7835
C 2.5590 -1.4518 0.3642
C 0.4248 -0.9808 1.8131
H 4.1674 0.1811 1.6347
H 3.2008 1.0391 2.8660
H 3.5422 1.8296 1.3212
H -0.1893 -0.5019 2.5876
H 0.8699 -1.8821 2.2662
H -0.2329 -1.3291 0.9984
H 3.6356 -1.4858 0.5501
H 2.4427 -1.6169 -0.7057
H 2.1677 -2.3541 0.8461
F -1.2055 1.7762 -3.3198
C -2.0380 0.8051 -2.8475
C -1.5306 -0.1884 -2.0191
C -2.4776 -0.7978 -1.2150
F -2.1642 -1.2748 0.0200
C -3.8376 -0.8289 -1.5619
F -4.7261 -1.5419 -0.8235
C -4.2819 -0.0251 -2.6114
F -5.5769 -0.0650 -3.0104
C -3.3969 0.8778 -3.1930
F -3.8394 1.7992 -4.0874

Entry 4:
105
Properties=species:S:1:pos:R:3 method="wB97M-V/def2-TZVPD" gap_ev=5.005 e_homo_ha=-0.0481 total_charge=-2
Ba 1.2092 0.4998 0.3340
C -6.2276 -2.8059 -1.2927
C -6.3698 -1.9805 -2.4207
C -5.2905 -1.2819 -2.9308
C -4.0554 -1.4094 -2.2988
C -2.7406 -0.8607 -2.5477
N -1.8937 -1.3014 -1.5954
C -2.5244 -2.1270 -0.7556
N -1.9493 -2.8727 0.2370
C -0.7059 -2.7431 0.5945
C 0.0213 -3.7102 1.4366
C -0.3826 -4.8253 2.1501
C 0.5857 -5.5774 2.8019
C 1.9355 -5.2320 2.7345
C 2.3529 -4.1302 1.9985
C 1.3897 -3.3754 1.3539
C 1.4481 -2.2342 0.4286
N 2.4542 -1.7515 -0.3157
C 1.8397 -1.3771 -1.4859
N 1.7830 -0.1931 -2.0337
C 0.4490 -0.1731 -2.6537
N -0.1907 0.7437 -1.6103
C -0.3232 1.6108 -2.5541
N -0.0029 0.8011 -3.7003
C -1.5130 0.7616 -3.9648
N -2.4974 0.0576 -3.5206
C -1.8388 2.2295 -4.0483
C -2.7913 2.9731 -4.7038
C -3.0076 4.2837 -4.2676
C -2.3069 4.8163 -3.1984
C -1.3472 4.0627 -2.5157
C -1.1265 2.7819 -2.9606
C 0.1668 -1.6118 -3.0200
C -0.4692 -2.2081 -4.0978
C -0.3631 -3.5872 -4.2386
C 0.3857 -4.3518 -3.3515
C 1.1134 -3.7366 -2.3396
C 1.0206 -2.3636 -2.2332
N 0.2050 -1.8097 0.1499
C -3.9132 -2.2335 -1.1498
C -5.0092 -2.9365 -0.6517
H -7.0901 -3.3529 -0.9268
H -7.3416 -1.8955 -2.8949
H -5.3953 -0.6473 -3.8039
H -1.4312 -5.0929 2.1914
H 0.2956 -6.4533 3.3710
H 2.6646 -5.8349 3.2630
H 3.3999 -3.8592 1.9361
H -3.3680 2.5488 -5.5154
H -3.7603 4.8870 -4.7620
H -2.5226 5.8237 -2.8637
H -0.7939 4.4550 -1.6722
H -1.0599 -1.6389 -4.8014
H -0.8779 -4.0749 -5.0584
H 0.4312 -5.4282 -3.4693
H 1.7570 -4.3045 -1.6776
H -4.8989 -3.5736 0.2188
C -2.2806 -1.9552 4.4742
C -1.1941 -1.1752 4.8518
C -0.7194 -0.1788 4.0148
C -1.3337 0.0579 2.7806
C -2.4331 -0.7182 2.4133
C -2.8936 -1.7212 3.2517
N -0.8041 1.0419 1.9341
C -1.3488 2.2282 1.9079
C -2.5347 2.5834 2.6636
C -3.0836 3.8185 2.5919
C -2.4966 4.8480 1.7981
C -1.3584 4.5885 1.1071
C -0.7492 3.2979 1.1230
N 0.3895 3.0102 0.4808
N 0.9298 3.9618 -0.2105
C 2.1456 3.6524 -0.7716
C 2.7925 4.6716 -1.4956
C 4.0580 4.4438 -1.9859
C 4.6633 3.2099 -1.7606
C 3.9371 2.2509 -1.0757
N 2.7164 2.4511 -0.5998
H -2.6335 -2.7470 5.1249
H -0.7103 -1.3469 5.8068
H 0.1369 0.4277 4.2845
H -2.9079 -0.5351 1.4563
H -3.7320 -2.3297 2.9329
H -2.9819 1.8194 3.2844
H -3.9807 4.0391 3.1605
H -2.9518 5.8305 1.7716
H -0.8656 5.3629 0.5355
H 2.2888 5.6210 -1.6144
H 4.5820 5.2179 -2.5343
H 5.6674 2.9993 -2.1024
H 4.3609 1.2691 -0.8908
F 4.8678 2.4848 5.1872
C 5.7098 1.5843 4.6968
F 6.9056 2.2474 4.5278
F 5.9604 0.6991 5.7163
C 5.3320 0.8686 3.4392
C 6.3753 0.1647 2.8606
C 6.1760 -0.5486 1.6915
C 4.9029 -0.5016 1.1378
N 3.8880 0.1591 1.6651
C 4.0313 0.8465 2.8341
S 2.6456 1.5875 3.4579
H 7.3525 0.1858 3.3290
H 6.9756 -1.1096 1.2270
H 4.6739 -1.0426 0.2245

Entry 5:
10
Properties=species:S:1:pos:R:3 method="wB97M-V/def2-TZVPD" de_lowest_kcal_mol=40.3 gap_ev="8.125 / 8.125" e_homo_ha="-0.5543 / -0.5543" total_charge=+1
C 1.4382 -0.3966 0.3286
C 0.0458 -0.1919 1.0740
C -0.4151 0.6679 -1.1831
C -1.0830 0.2469 -0.0868
N 1.5465 -0.0955 -0.8462
O -0.2089 -0.5393 2.1415
Cl -0.4429 1.5811 -2.4284
H 2.2780 -0.9754 0.7153
H -1.2022 -0.8981 -0.1333
H -1.9565 0.6009 0.4184

Entry 6:
20
Properties=species:S:1:pos:R:3 method="wB97M-V/def2-TZVPD" spin_multiplicity=2 de_lowest_kcal_mol=0.0 gap_ev="2.447 / 9.842" e_homo_ha="0.0212 / -0.2543" total_charge=-1 s_squared=0.750
O -1.8931 1.8103 -1.4450
H -1.6606 1.0550 -0.9050
H -1.8726 1.4789 -2.3428
O -1.0193 -2.7249 2.5454
H -0.6252 -2.7896 3.4153
H -1.8753 -2.3250 2.6989
O -0.8296 -0.4706 0.4664
H -1.0113 0.1220 1.1958
H -1.1045 -1.3313 0.7823
O -1.2752 0.8382 2.8895
H -0.8962 1.6550 2.5648
H -1.7654 1.0949 3.6705
C 2.2191 0.4282 -1.5297
O 2.9150 0.9887 -0.7018
N 1.0051 -0.1177 -1.4073
N 2.6829 0.3682 -2.7687
H 0.5366 -0.1128 -0.5125
H 0.7165 -0.6955 -2.1838
H 3.5445 0.8694 -2.9316
H 2.2087 -0.1413 -3.5006

What did the fifth record say?
10
Properties=species:S:1:pos:R:3 method="wB97M-V/def2-TZVPD" de_lowest_kcal_mol=40.3 gap_ev="8.125 / 8.125" e_homo_ha="-0.5543 / -0.5543" total_charge=+1
C 1.4382 -0.3966 0.3286
C 0.0458 -0.1919 1.0740
C -0.4151 0.6679 -1.1831
C -1.0830 0.2469 -0.0868
N 1.5465 -0.0955 -0.8462
O -0.2089 -0.5393 2.1415
Cl -0.4429 1.5811 -2.4284
H 2.2780 -0.9754 0.7153
H -1.2022 -0.8981 -0.1333
H -1.9565 0.6009 0.4184